Record 1
116
Properties=species:S:1:pos:R:3:forces:R:3 method="wB97M-V/def2-TZVPD" spin_multiplicity=5 total_charge=+1 energy_ev=-262312.820 molar_mass_da=1352.12 s2=6.02 lumo_ev="-2.237 / -4.129" homo_energy_ev="-9.790 / -9.820" gap_ha="0.2776 / 0.2092"
Rh -0.337582 1.368154 -2.069885 -0.43 -0.17 -0.42
Se -2.897883 -1.456219 3.700741 0.57 -0.47 -0.25
P -1.253480 -2.432778 2.755014 -0.33 0.51 0.10
C -1.514400 -4.158143 2.296293 -0.54 0.31 0.23
C -2.704161 -4.790679 2.668561 -0.03 0.17 -0.34
C -2.845871 -6.130051 2.411984 -0.21 -1.20 0.07
C -1.823811 -6.855158 1.793876 -0.14 -1.18 0.06
C -0.670630 -6.231976 1.388404 0.18 1.50 0.02
C -0.506300 -4.863842 1.669932 1.09 -0.27 -1.20
C 0.317087 -2.567397 3.650006 0.11 -0.17 0.99
C 0.713684 -3.722508 4.353116 -0.48 0.21 -0.40
C 1.895619 -3.761531 5.069652 0.24 -0.22 -0.34
C 2.701537 -2.637928 5.027355 0.66 -0.10 1.06
C 2.306442 -1.465999 4.430544 0.12 -0.46 0.09
C 1.106320 -1.439373 3.785490 -0.46 1.14 -1.22
C -0.762736 -1.478611 1.274698 0.23 -0.35 -0.10
C -1.403138 -0.716732 0.299365 -0.12 0.42 -0.43
N -0.440150 -0.183207 -0.497450 0.59 -1.05 1.04
N 0.728650 -0.636670 -0.029950 -0.47 0.53 -0.52
N 0.554751 -1.401337 0.996688 0.20 -0.16 0.07
P -3.080494 -0.377221 -0.203966 -0.09 -0.25 -0.41
Se -2.960870 0.724145 -2.119729 0.32 -0.21 0.58
C -3.875730 0.623128 1.069657 -1.05 -1.56 -1.05
C -3.127243 1.672527 1.514722 0.17 1.95 0.33
C -3.681511 2.509414 2.491867 -0.29 -0.71 -0.27
C -5.000723 2.272959 2.937220 2.38 0.57 -0.03
C -5.707435 1.217739 2.463963 -0.79 -1.54 -0.98
C -5.181703 0.348376 1.507481 1.29 0.93 0.47
C -3.920808 -1.954975 -0.543675 -0.93 1.04 -0.37
C -3.235959 -3.158196 -0.518422 -0.85 -0.99 0.04
C -3.955863 -4.331614 -0.802818 -0.39 0.24 -0.25
C -5.303284 -4.284481 -1.187407 0.79 -1.10 0.33
C -5.944408 -3.084604 -1.299662 -1.03 1.55 0.19
C -5.271690 -1.884429 -0.971125 0.47 -2.15 0.27
H -3.547381 -4.258604 3.096684 0.35 0.24 0.13
H -3.757547 -6.651303 2.715882 0.28 0.20 -0.12
H -1.870113 -7.951592 1.642320 -0.41 0.81 0.08
H 0.089966 -6.721666 0.806063 0.16 -0.35 0.11
H 0.433401 -4.370949 1.294601 -1.05 -0.32 0.65
H 0.110214 -4.607392 4.329781 -0.34 -0.28 -0.07
H 2.220760 -4.685623 5.572949 -0.26 0.62 -0.23
H 3.639525 -2.618271 5.552229 0.35 -0.26 0.13
H 2.948414 -0.611269 4.431280 0.22 0.42 0.09
H 0.858219 -0.515955 3.255734 -0.22 -0.30 0.30
H -2.188486 1.953981 1.002107 -0.31 -0.42 0.61
H -3.060838 3.281479 2.925224 -0.21 0.21 -0.02
H -5.371478 2.873430 3.724729 -0.52 0.58 0.56
H -6.689945 0.997289 2.828821 -0.41 0.09 0.26
H -5.693338 -0.536751 1.181653 -0.23 -0.10 0.01
H -2.208075 -3.206885 -0.204338 0.19 -0.05 -0.06
H -3.537586 -5.324534 -0.736844 0.52 0.11 0.15
H -5.857424 -5.228997 -1.331759 0.43 0.64 -0.06
H -7.030264 -3.091264 -1.555061 1.05 0.29 0.15
H -5.840048 -0.991881 -0.934362 -0.20 0.90 -0.23
Cl 0.877650 8.573061 0.029404 -0.22 -0.95 0.11
C 0.613919 6.830260 -0.126806 0.65 -0.11 -0.02
C -0.306312 6.128803 0.681615 0.42 1.80 -0.36
C -0.578783 4.828263 0.422884 -0.85 -0.59 0.00
C 0.047776 4.123830 -0.600435 -0.63 -0.49 0.21
O -0.467617 2.938717 -0.906957 0.39 0.69 0.29
C 1.097081 4.769622 -1.248739 0.30 -0.38 -0.82
C 1.884504 4.118121 -2.253202 0.66 -2.17 -1.70
O 1.851187 2.913040 -2.558324 -0.32 1.53 0.69
C 1.366470 6.115034 -1.056107 -0.96 1.00 1.36
H -0.868094 6.658790 1.441094 0.07 0.04 -0.02
H -1.419509 4.365278 0.916463 0.04 -0.23 0.22
H 2.578156 4.719134 -2.877054 -0.13 0.29 0.54
H 2.143995 6.606859 -1.603586 0.27 0.13 -0.31
S 1.451308 -0.019709 -3.000936 0.32 -0.23 -0.19
Sb 3.048484 0.084416 -1.303897 0.16 0.17 -0.08
C 2.949852 1.739378 0.003534 -0.05 -0.32 1.02
C 4.074624 2.536092 0.079676 0.90 0.78 -0.82
C 4.110312 3.635853 0.922957 -0.78 -0.05 0.89
C 3.054893 3.883988 1.809152 1.56 0.87 -0.77
C 1.944715 3.094337 1.739102 0.13 0.77 1.00
C 1.920471 2.032529 0.902387 -1.11 -1.48 -1.35
C 3.379896 -1.767472 -0.354608 -0.80 -0.21 -1.31
C 3.731604 -1.938413 0.965913 0.05 0.26 0.08
C 3.763746 -3.218716 1.492123 0.59 0.28 1.30
C 3.415804 -4.293897 0.731380 -0.67 -1.46 -0.39
C 2.919192 -4.114787 -0.543230 0.09 0.36 -1.59
C 2.948567 -2.852409 -1.145865 0.04 -0.42 0.82
C 4.953035 0.445428 -2.236984 -2.27 0.44 -0.10
C 5.978727 -0.297807 -1.769413 1.33 -1.39 2.04
C 7.292274 -0.057048 -2.183397 -0.41 0.61 -0.66
C 7.482068 0.908330 -3.152229 0.48 0.13 -0.53
C 6.371283 1.573047 -3.703918 1.33 0.08 -1.17
C 5.115342 1.392733 -3.256489 0.09 -1.40 1.69
H 4.930854 2.418284 -0.590283 -0.31 -0.24 0.16
H 4.929548 4.324472 0.931109 0.54 0.03 -0.11
H 3.156812 4.747256 2.459640 -0.33 -0.14 0.05
H 1.098283 3.341882 2.339748 -0.50 -0.13 0.39
H 0.986151 1.485191 0.896283 0.22 -0.26 -0.16
H 3.962040 -1.083837 1.591633 0.04 -0.03 0.01
H 4.052440 -3.381755 2.534610 -0.02 0.18 -0.36
H 3.461355 -5.327947 1.085345 0.02 0.48 0.29
H 2.554872 -4.945006 -1.162631 0.27 0.18 0.48
H 2.602183 -2.773967 -2.184977 0.16 0.31 0.52
H 5.831879 -1.035939 -0.933242 0.01 0.66 -1.07
H 8.128021 -0.611959 -1.807982 0.19 -0.20 0.29
H 8.500754 1.127362 -3.520916 -0.74 -0.16 0.15
H 6.418965 2.135820 -4.621976 0.74 0.55 0.06
H 4.320573 1.949320 -3.647771 -1.22 0.54 -0.55
C -2.451648 4.453920 -3.614660 -0.25 0.77 -0.38
N -3.027806 3.284648 -4.246444 0.73 -0.07 -0.72
C -4.356858 3.107193 -4.621749 0.31 0.78 -0.15
C -4.389241 1.956990 -5.346195 1.20 1.32 1.54
N -3.110230 1.452565 -5.336427 -0.66 -0.52 -0.67
C -2.263882 2.254709 -4.709068 -0.99 0.88 0.73
S -0.625317 1.969714 -4.498740 1.07 -0.02 0.15
H -3.261407 4.992527 -3.155380 -0.19 0.17 0.47
H -1.937623 5.170474 -4.274354 -0.37 -0.58 -0.42
H -1.706988 4.169012 -2.910571 0.31 -0.44 0.84
H -5.087905 3.907298 -4.380206 0.54 -1.08 -0.31
H -5.170453 1.443718 -5.761860 -1.70 -1.03 -0.96
H -2.836196 0.549343 -5.678681 0.09 -0.11 -0.15

---

Record 2
118
Properties=species:S:1:pos:R:3:forces:R:3 method="wB97M-V/def2-TZVPD" total_charge=-2 energy_ev=-311345.417 molar_mass_da=1405.47 lumo_ev=3.036 homo_energy_ev=-2.120 gap_ha=0.1895
Cs -1.834103 0.163456 -0.027280 0.33 0.40 0.40
Br -3.393401 -5.210440 5.522534 -0.08 0.34 0.29
C -1.591863 -4.979009 4.926677 -0.04 -1.92 -0.22
C -0.930978 -6.229317 4.746399 -0.82 2.38 0.66
C 0.228556 -6.222366 4.087200 1.55 1.35 -1.04
Br 0.965565 -7.946010 3.916422 0.99 -0.51 -0.36
C 0.820798 -4.980182 3.530263 -0.23 -1.81 0.56
C 2.083846 -4.971635 2.859898 -1.79 -0.89 1.20
C 2.494676 -3.796124 2.318100 3.54 -1.44 -1.06
C 1.727094 -2.695163 2.277020 -2.72 2.00 0.90
N 0.538500 -2.700277 2.939083 0.47 1.27 -0.14
C 0.094155 -3.743025 3.674727 0.87 -0.56 -1.42
C -1.214862 -3.713630 4.423128 -0.59 0.21 0.69
O -1.958718 -2.736279 4.663426 1.12 0.25 -0.98
H -1.284241 -7.120202 5.227649 -0.39 -0.20 -0.11
H 2.635008 -5.923506 2.820569 -0.09 0.71 -0.07
H 3.516057 -3.749741 1.886659 -0.72 -0.06 0.07
H 2.089079 -1.767214 1.714958 -0.98 -1.26 0.95
C 3.559819 2.282516 -0.694262 0.53 1.08 -2.29
C 3.659639 3.786059 -0.323080 0.27 0.74 -0.34
P 2.185018 4.326870 0.573683 -1.19 -1.26 -0.47
C 2.560404 3.861326 2.257640 -0.83 1.26 0.06
C 3.777176 3.332845 2.548250 1.22 -0.15 0.76
C 4.232159 3.325433 3.852980 0.22 -0.15 0.09
C 3.418840 3.824070 4.836442 0.46 -0.05 1.31
C 2.129036 4.237758 4.591356 -0.60 0.70 -0.62
C 1.699731 4.319009 3.262124 0.32 -0.74 0.89
C 2.087606 6.128951 0.607879 -0.86 1.58 -1.06
C 3.087346 7.079357 0.219525 0.48 -1.87 1.32
C 2.806357 8.408278 -0.070873 0.11 0.08 -1.01
C 1.462667 8.735732 -0.191343 0.28 0.50 -0.36
C 0.471455 7.837096 0.113973 0.26 -1.10 1.29
C 0.719815 6.558235 0.591943 1.69 -0.16 -0.69
C 2.608906 2.083728 -1.904560 0.38 -1.16 0.19
P 1.971461 0.308720 -2.040197 -0.54 -0.15 0.97
C 3.396612 -0.501117 -2.877461 -0.31 1.38 0.44
C 4.664325 -0.390176 -2.299651 0.97 -1.34 -0.57
C 5.768062 -0.872377 -3.052271 -0.81 0.35 0.30
C 5.588046 -1.429041 -4.322957 -0.83 -0.03 0.36
C 4.290108 -1.576639 -4.849117 0.43 -0.04 0.54
C 3.209249 -1.073379 -4.122843 0.36 -0.84 -0.57
C 0.645385 0.348342 -3.323930 1.44 2.29 -0.10
C -0.286440 -0.648061 -3.374660 -0.56 -2.08 1.15
C -1.212431 -0.529862 -4.385871 -0.69 2.01 -1.92
C -1.262603 0.593821 -5.259631 0.23 -0.13 0.35
C -0.386921 1.678865 -5.096215 0.60 -2.55 1.23
C 0.621733 1.498829 -4.140743 -0.78 0.01 -0.12
H 3.245980 1.620389 0.094294 0.08 0.00 0.66
H 4.585109 2.036524 -1.062363 -0.72 -0.28 0.59
H 3.639999 4.495934 -1.191779 0.24 -1.02 0.17
H 4.612192 3.951523 0.187703 -0.06 0.31 -0.06
H 4.471983 3.100966 1.768132 0.11 -0.45 -0.14
H 5.228825 2.994534 4.121501 0.01 -0.03 -0.20
H 3.832468 3.945073 5.836106 -0.20 -0.29 -0.01
H 1.525505 4.588723 5.434066 0.07 -0.08 -0.49
H 0.724514 4.712438 3.013248 -0.06 0.00 -0.04
H 4.102460 6.628978 0.237140 -0.49 0.84 -0.21
H 3.546913 9.173438 -0.427202 -0.50 -1.12 0.62
H 1.213954 9.672221 -0.660281 -0.20 0.38 0.20
H -0.551835 8.025714 0.094905 -1.57 1.07 -0.56
H -0.125051 5.856402 0.717449 0.72 0.37 0.16
H 3.091507 2.342569 -2.827659 0.64 0.22 -0.50
H 1.766193 2.743173 -1.859624 -0.77 0.22 0.43
H 4.806410 -0.126093 -1.234359 -0.17 0.13 -0.91
H 6.759775 -0.826976 -2.619377 0.06 -0.02 -0.02
H 6.428300 -1.845241 -4.852558 0.22 0.02 -0.13
H 4.141383 -2.149900 -5.770579 0.00 0.42 0.23
H 2.186255 -1.216526 -4.458820 0.14 0.17 -0.20
H -1.177868 3.380029 1.988091 0.19 0.53 0.03
H -2.038739 -1.201665 -4.596988 0.10 -0.64 0.29
H -1.979550 0.591918 -6.078870 -0.14 0.13 0.12
H -0.360099 2.519172 -5.711689 -0.25 1.28 -1.00
H 1.332783 2.298774 -4.003952 0.20 0.07 -0.06
C -5.871037 0.530131 -1.265570 -2.23 -1.09 -0.81
O -5.483177 -0.723360 -0.705863 0.32 0.37 0.32
C -5.723845 -1.803276 -1.512702 0.57 1.83 0.32
C -6.947681 -2.323579 -1.643788 -3.02 -0.33 1.91
C -7.206077 -3.424177 -2.436388 2.52 0.51 -0.95
Br -8.895606 -4.041499 -2.482007 -2.23 -1.08 -0.25
C -6.169135 -3.968328 -3.212550 0.14 1.13 1.68
C -4.879865 -3.424254 -3.047390 -1.22 0.14 -0.74
C -4.697909 -2.266300 -2.277869 1.58 -0.77 -0.87
O -3.591004 -1.538170 -2.287943 2.48 -0.49 0.09
C -3.727065 -3.912977 -3.775976 -0.11 0.55 1.81
N -2.540272 -3.706815 -3.239342 -0.72 -1.10 -1.68
C -1.695000 -4.274213 -4.173497 1.35 0.56 -0.64
C -0.305789 -4.102050 -4.191462 -0.40 -1.46 -1.22
C 0.294143 -4.613364 -5.371456 1.34 1.28 0.99
C -0.405832 -5.174730 -6.421232 -1.13 -0.41 0.11
C -1.822875 -5.320978 -6.406377 1.63 -1.16 -2.21
C -2.398674 -4.844302 -5.301438 -2.35 1.86 3.19
N -3.783883 -4.590003 -4.936928 2.16 -0.54 -0.28
H -5.364333 0.819031 -2.174831 0.68 -0.25 -0.26
H -5.759845 1.306465 -0.538654 0.03 0.23 0.60
H -6.960429 0.389088 -1.570413 1.03 0.68 0.47
H -7.754604 -1.934535 -0.950384 0.95 -0.41 -1.06
H -6.327262 -4.819019 -3.825062 -0.15 -0.67 -0.44
H -2.720347 -2.081453 -2.540188 -2.15 0.79 0.30
H 0.258589 -3.668789 -3.361000 -0.39 0.07 -0.45
H 1.394091 -4.430019 -5.495699 -1.10 -0.46 0.12
H 0.163763 -5.542848 -7.246124 0.13 -0.14 -0.54
H -2.377009 -5.818798 -7.249233 0.64 0.74 0.97
H -4.600701 -4.580745 -5.509128 -0.11 -0.18 -0.38
I -3.651364 -0.640662 6.236641 -0.10 0.47 -0.19
C -2.584423 1.176534 6.383993 0.66 -0.46 0.32
C -2.096927 1.856645 5.249571 -0.84 -0.27 0.14
C -1.328560 2.949452 5.496216 1.01 0.13 -1.32
C -0.883502 3.257017 6.769565 0.80 1.51 -1.42
C -1.265656 2.475084 7.782650 -1.72 -1.83 1.19
N -2.189730 1.440207 7.613485 1.41 1.47 0.29
H -2.270686 1.593173 4.216282 -0.25 -0.21 -0.07
H -0.866889 3.447996 4.633558 -0.50 -0.05 0.27
H -0.188278 4.103443 6.796974 -0.19 -0.42 0.74
H -0.853291 2.623620 8.778966 -0.35 -0.22 0.00
O -0.656049 -3.221699 8.605944 0.11 0.00 0.85
H -0.424966 -3.780272 7.881799 0.24 -1.11 -0.74
H -0.822786 -2.421940 8.128208 -0.43 1.11 -0.20
O -1.485301 2.498636 1.806588 -0.38 -0.93 -0.34